ORCA calculation (ωB97M-V/def2-TZVPD) on a single C9H14N4O3 molecule.

Calculated values
E_HOMO: -8.9 eV
spin multiplicity: 1
total energy: -21662.66394 eV
SMILES: C[C@H](NC(=O)[C@@H](N)Cc1c[nH]cn1)C(=O)O

```
30
C9H14N4O3 (ωB97M-V/def2-TZVPD)
C 3.3936 -0.7747 -0.4209
C 2.4747 0.1090 0.4827
N 1.0676 -0.3956 0.5628
C 0.5114 -1.1193 -0.4802
O 0.9182 -1.0931 -1.6263
C -0.8574 -1.8105 -0.0432
N -0.8766 -1.9316 1.4297
C -2.0381 -1.1270 -0.7734
C -2.1123 0.2684 -0.4056
C -3.1086 1.0571 0.0539
N -2.6487 2.3845 0.2104
C -1.3491 2.3009 -0.1644
N -1.0222 1.1366 -0.5737
C 2.3086 1.6279 0.0963
O 3.1851 2.3156 0.5202
O 1.4152 1.9552 -0.8132
H 4.4252 -0.3988 -0.2905
H 3.2874 -1.8237 -0.0842
H 3.0264 -0.8625 -1.4192
H 2.9111 0.0828 1.5110
H 0.7192 -0.7134 1.4955
H -0.6193 -2.8577 -0.2570
H -1.2444 -2.7658 1.9119
H -1.4835 -1.1579 1.6591
H -2.9897 -1.5934 -0.7028
H -1.7753 -1.2301 -1.7945
H -4.1895 1.0124 0.2086
H -3.2953 3.0481 0.5049
H -0.6284 3.1134 -0.0555
H 0.5945 1.2431 -0.7425
```